a.
The following is a DFT calculation (ωB97M-V/def2-TZVPD) of an isolated molecule of C18H21N3O3.

The calculation puts the HOMO-LUMO gap at 9.570 eV. As for the net charge: 0. As for the LUMO energy: 0.54 eV. The structure (SMILES) is Cc1cccc(OCC(=O)NCCCNC(=O)c2cccnc2)c1. For the highest occupied orbital energy, the calculation gives -9.0 eV.

Atoms and positions in Å:
C1 -6.08 -1.92 0.06
C2 -4.78 -1.30 0.48
C3 -3.83 -2.07 1.14
C4 -2.64 -1.50 1.54
C5 -2.36 -0.16 1.29
C6 -3.31 0.61 0.62
O1 -3.15 1.93 0.30
C7 -1.95 2.57 0.67
C8 -0.75 2.08 -0.14
O2 0.38 2.04 0.32
N1 -1.05 1.73 -1.40
C9 -0.08 1.25 -2.36
C10 -0.12 -0.27 -2.55
C11 0.10 -1.04 -1.23
N2 1.27 -0.59 -0.52
C12 2.47 -1.18 -0.70
O3 2.63 -2.16 -1.41
C13 3.60 -0.56 0.06
C14 3.61 0.74 0.55
C15 4.74 1.19 1.23
C16 5.80 0.31 1.40
N3 5.81 -0.93 0.93
C17 4.74 -1.34 0.28
C18 -4.51 0.03 0.22
H1 -5.90 -2.79 -0.57
H2 -6.69 -1.21 -0.50
H3 -6.64 -2.25 0.93
H4 -4.03 -3.11 1.35
H5 -1.90 -2.10 2.06
H6 -1.42 0.25 1.61
H7 -1.74 2.46 1.74
H8 -2.10 3.63 0.45
H9 -2.03 1.73 -1.67
H10 0.90 1.55 -1.99
H11 -0.26 1.75 -3.31
H12 0.67 -0.54 -3.25
H13 -1.08 -0.57 -2.97
H14 0.24 -2.09 -1.47
H15 -0.77 -0.93 -0.58
H16 1.19 0.27 0.00
H17 2.78 1.42 0.41
H18 4.79 2.19 1.62
H19 6.70 0.62 1.92
H20 4.76 -2.36 -0.09
H21 -5.23 0.66 -0.29

Atomic partial charges in e from the Mulliken method, atoms 1 to 5:
1. C -1.465
2. C 1.014
3. C -0.674
4. C -0.535
5. C -0.802

***

b.
The following is a DFT calculation (ωB97M-V/def2-TZVPD) of an isolated molecule of C18H21N3O3.

The calculation puts the HOMO-LUMO gap at 8.082 eV. As for the net charge: 0. As for the LUMO energy: 0.48 eV. The structure (SMILES) is COCCCNC(=O)c1cn(C)c(=O)c2c1c1ccccc1n2C. For the highest occupied orbital energy, the calculation gives -7.6 eV.

Atoms and positions in Å:
C1 1.69 5.77 -2.06
O1 2.04 5.10 -0.88
C2 0.95 4.92 0.00
C3 1.44 4.29 1.30
C4 2.22 2.99 1.06
N1 1.45 2.01 0.32
C5 0.60 1.15 0.94
O2 0.50 1.09 2.15
C6 -0.18 0.29 0.00
C7 -0.80 0.85 -1.08
N2 -1.56 0.14 -1.96
C8 -2.20 0.86 -3.05
C9 -1.78 -1.23 -1.87
O3 -2.46 -1.80 -2.71
C10 -1.12 -1.82 -0.74
C11 -0.36 -1.10 0.18
C12 0.12 -2.05 1.15
C13 0.90 -1.96 2.29
C14 1.16 -3.12 3.00
C15 0.66 -4.35 2.58
C16 -0.13 -4.47 1.46
C17 -0.40 -3.31 0.74
N3 -1.14 -3.15 -0.40
C18 -1.82 -4.21 -1.09
H1 0.93 5.21 -2.63
H2 1.29 6.77 -1.86
H3 2.60 5.85 -2.66
H4 0.47 5.89 0.21
H5 0.19 4.28 -0.48
H6 0.58 4.08 1.93
H7 2.10 4.99 1.81
H8 3.13 3.20 0.50
H9 2.47 2.55 2.02
H10 1.48 2.05 -0.68
H11 -0.75 1.91 -1.28
H12 -2.88 1.62 -2.66
H13 -2.76 0.13 -3.63
H14 -1.45 1.33 -3.69
H15 1.28 -1.01 2.63
H16 1.77 -3.08 3.89
H17 0.88 -5.24 3.16
H18 -0.53 -5.42 1.15
H19 -2.33 -3.79 -1.95
H20 -1.10 -4.96 -1.42
H21 -2.55 -4.68 -0.43

Atomic partial charges in e from the Mulliken method, atoms 1 to 5:
1. C -0.718
2. O -0.301
3. C -0.297
4. C -0.700
5. C -0.918

***

Which one sits at the bottom of the stability order? b does.

***

a.
The following is a DFT calculation (ωB97M-V/def2-TZVPD) of a structure of composition C23H34B2CrF2N6O4S3.

The calculation puts the HOMO-LUMO gap (spin up / spin down) at 7.115 / 7.058 eV. As for the net charge: -1. As for the LUMO energy (spin up / spin down): 2.33 / 2.34 eV. Its spin multiplicity is 4. The expectation value of S² is 3.8121. For the highest occupied orbital energy (spin up / spin down), the calculation gives -4.8 / -4.7 eV.

Atoms and positions in Å:
Cr1 1.71 -0.38 -0.28
C1 0.37 1.44 5.74
C2 0.94 0.65 4.56
C3 2.18 1.39 4.06
C4 1.34 -0.76 5.00
N1 -0.17 0.51 3.56
C5 -1.36 -0.05 3.98
C6 -2.17 -0.11 2.91
N2 -1.49 0.38 1.83
B1 -2.19 0.36 0.44
N3 -1.75 1.53 -0.47
C7 -2.19 2.80 -0.17
C8 -1.61 3.66 -1.03
N4 -0.81 2.91 -1.88
C9 -0.90 1.60 -1.51
S1 -0.07 0.28 -2.22
C10 0.05 3.51 -2.95
C11 1.52 3.27 -2.61
C12 -0.34 2.95 -4.31
C13 -0.19 5.02 -2.97
N5 -2.11 -1.00 -0.29
C14 -3.08 -1.29 -1.22
C15 -2.77 -2.46 -1.80
N6 -1.60 -2.90 -1.22
C16 -1.21 -1.99 -0.29
S2 0.19 -2.08 0.73
C17 -0.95 -4.22 -1.53
C18 0.45 -3.99 -2.08
C19 -1.78 -4.91 -2.61
C20 -0.96 -5.09 -0.28
C21 -0.26 0.74 2.22
S3 0.92 1.45 1.18
H1 1.16 1.58 6.48
H2 -0.46 0.93 6.23
H3 0.03 2.42 5.41
H4 2.83 1.49 4.93
H5 1.94 2.38 3.68
H6 2.72 0.85 3.29
H7 2.14 -0.70 5.74
H8 1.69 -1.34 4.15
H9 0.50 -1.29 5.45
H10 -1.53 -0.34 5.00
H11 -3.19 -0.46 2.82
H12 -3.37 0.54 0.68
H13 -2.88 2.98 0.63
H14 -1.71 4.72 -1.11
H15 1.77 2.22 -2.61
H16 1.76 3.67 -1.63
H17 2.14 3.77 -3.36
H18 -0.18 1.88 -4.37
H19 0.26 3.44 -5.07
H20 -1.40 3.16 -4.52
H21 0.11 5.50 -2.04
H22 -1.24 5.27 -3.18
H23 0.42 5.44 -3.77
H24 -3.89 -0.60 -1.42
H25 -3.27 -3.00 -2.58
H26 0.44 -3.32 -2.94
H27 0.86 -4.96 -2.39
H28 1.12 -3.55 -1.35
H29 -1.83 -4.32 -3.53
H30 -2.80 -5.14 -2.28
H31 -1.29 -5.85 -2.85
H32 -0.37 -4.66 0.51
H33 -0.54 -6.07 -0.54
H34 -1.98 -5.24 0.07
O1 4.31 1.12 -2.79
C22 3.57 0.46 -2.09
O2 2.95 0.89 -1.03
C23 3.29 -1.05 -2.40
O3 3.78 -1.60 -3.35
O4 2.46 -1.60 -1.55
F1 4.21 -0.29 1.54
B2 3.02 -0.86 1.32
F2 2.73 -1.74 2.31

Atomic partial charges in e from the Mulliken method, atoms 1 to 5:
1. Cr 0.485
2. C -1.749
3. C 1.382
4. C -1.961
5. C -1.364

***

b.
The following is a DFT calculation (ωB97M-V/def2-TZVPD) of a structure of composition C23H34B2CrF2N6O4S3.

The calculation puts the HOMO-LUMO gap (spin up / spin down) at 6.586 / 5.926 eV. As for the net charge: -1. As for the LUMO energy (spin up / spin down): 2.42 / 2.42 eV. Its spin multiplicity is 4. The expectation value of S² is 3.8711. For the highest occupied orbital energy (spin up / spin down), the calculation gives -4.2 / -3.5 eV.

Atoms and positions in Å:
Cr1 -0.47 1.31 0.29
C1 -3.46 -0.49 2.50
C2 -3.38 -1.99 2.22
C3 -3.80 -2.76 3.48
C4 -4.28 -2.40 1.05
N1 -2.00 -2.35 1.86
C5 -1.21 -3.27 2.50
C6 -0.03 -3.31 1.85
N2 -0.07 -2.43 0.81
B1 1.15 -2.18 -0.12
N3 0.65 -1.82 -1.53
C7 -0.12 -2.73 -2.21
C8 -0.66 -2.11 -3.28
N4 -0.25 -0.80 -3.27
C9 0.58 -0.64 -2.19
S1 1.48 0.72 -1.83
C10 -0.56 0.19 -4.30
C11 0.65 0.27 -5.23
C12 -0.88 1.56 -3.70
C13 -1.80 -0.26 -5.08
N5 2.09 -1.12 0.48
C14 3.38 -1.08 0.04
C15 4.00 -0.05 0.64
N6 3.09 0.57 1.47
C16 1.91 -0.09 1.34
S2 0.49 0.15 2.24
C17 3.51 1.74 2.26
C18 4.68 1.27 3.15
C19 2.41 2.30 3.15
C20 3.96 2.83 1.29
C21 -1.28 -1.83 0.83
S3 -1.82 -0.65 -0.26
H1 -4.37 -0.26 3.04
H2 -3.44 0.09 1.58
H3 -2.61 -0.18 3.11
H4 -4.82 -2.49 3.72
H5 -3.17 -2.49 4.33
H6 -3.76 -3.83 3.33
H7 -5.31 -2.14 1.26
H8 -4.22 -3.47 0.87
H9 -3.96 -1.87 0.15
H10 -1.53 -3.83 3.35
H11 0.85 -3.89 2.06
H12 1.75 -3.22 -0.18
H13 -0.21 -3.74 -1.88
H14 -1.32 -2.52 -4.02
H15 1.54 0.53 -4.65
H16 0.50 1.03 -5.99
H17 0.83 -0.69 -5.72
H18 0.02 2.03 -3.31
H19 -1.60 1.45 -2.89
H20 -1.31 2.21 -4.45
H21 -1.62 -1.16 -5.66
H22 -2.09 0.53 -5.77
H23 -2.63 -0.42 -4.39
H24 3.75 -1.76 -0.70
H25 5.01 0.29 0.55
H26 4.35 0.44 3.77
H27 4.99 2.09 3.80
H28 5.54 0.96 2.57
H29 2.02 1.55 3.83
H30 1.59 2.68 2.54
H31 2.82 3.13 3.73
H32 4.78 2.51 0.65
H33 4.28 3.71 1.85
H34 3.13 3.13 0.65
O1 1.34 4.85 0.06
C22 0.57 3.90 -0.05
O2 0.64 2.81 0.62
C23 -0.59 3.91 -1.03
O3 -0.88 4.76 -1.83
O4 -1.33 2.75 -0.92
F1 -3.34 2.05 0.06
B2 -2.07 2.51 0.32
F2 -2.10 3.54 1.22

Atomic partial charges in e from the Mulliken method, atoms 1 to 5:
1. Cr 0.205
2. C -1.511
3. C 1.427
4. C -2.215
5. C -1.612

***

Which one sits at the bottom of the stability order? b does.

***

a.
The following is a DFT calculation (ωB97M-V/def2-TZVPD) of the ion C6H16NO with charge +1.

The calculation puts the HOMO-LUMO gap at 11.516 eV. As for the net charge: +1. As for the LUMO energy: -3.23 eV. The structure (SMILES) is CC[C@@H](C)[C@H]([NH3+])CO. For the highest occupied orbital energy, the calculation gives -14.7 eV.

Atoms and positions in Å:
C1 2.54 -1.26 1.05
C2 1.17 -0.67 1.21
C3 0.44 -0.33 -0.13
C4 -0.12 -1.54 -0.92
C5 -0.52 0.88 -0.06
N1 -1.91 0.42 0.47
C6 -0.87 1.68 -1.30
O1 -1.63 2.80 -0.85
H1 2.91 -1.56 2.03
H2 3.33 -0.68 0.58
H3 2.41 -2.20 0.51
H4 0.99 0.24 1.80
H5 0.56 -1.41 1.75
H6 1.23 0.05 -0.79
H7 0.38 -2.43 -0.55
H8 -1.15 -1.78 -0.63
H9 -0.09 -1.37 -1.99
H10 -0.14 1.40 0.82
H11 -2.68 1.03 0.20
H12 -1.84 0.47 1.48
H13 -2.18 -0.52 0.16
H14 -0.05 1.99 -1.95
H15 -1.58 1.11 -1.90
H16 -1.20 3.67 -1.00

Atomic partial charges in e from the Mulliken method, atoms 1 to 5:
1. C -1.293
2. C -0.559
3. C 0.348
4. C -1.380
5. C -0.211

***

b.
The following is a DFT calculation (ωB97M-V/def2-TZVPD) of the ion C6H16NO with charge +1.

The calculation puts the HOMO-LUMO gap at 11.481 eV. As for the net charge: +1. As for the LUMO energy: -3.29 eV. The structure (SMILES) is CCCC[C@@H]([NH3+])CO. For the highest occupied orbital energy, the calculation gives -14.8 eV.

Atoms and positions in Å:
C1 0.07 -2.62 -0.34
C2 1.24 -1.72 0.06
C3 0.93 -0.79 1.24
C4 -0.31 0.11 1.08
C5 -0.43 0.71 -0.30
N1 -1.83 1.26 -0.47
C6 0.49 1.92 -0.50
O1 -0.07 2.71 -1.55
H1 -0.68 -2.80 0.41
H2 -0.45 -2.26 -1.22
H3 0.43 -3.59 -0.66
H4 1.65 -1.21 -0.79
H5 2.02 -2.35 0.46
H6 0.86 -1.43 2.12
H7 1.81 -0.13 1.35
H8 -1.14 -0.57 1.32
H9 -0.30 0.82 1.90
H10 -0.21 -0.01 -1.08
H11 -2.53 0.52 -0.46
H12 -2.03 1.77 0.40
H13 -1.70 1.95 -1.23
H14 0.61 2.47 0.43
H15 1.49 1.58 -0.76
H16 0.09 3.66 -1.43

Atomic partial charges in e from the Mulliken method, atoms 1 to 5:
1. C -1.147
2. C -0.488
3. C -0.844
4. C -0.869
5. C 0.256

***

Which one sits at the bottom of the stability order? a does.